No. 1
Density functional theory data (ωB97M-V with the def2-TZVPD basis set) for C22H42MnN4O6 as an isolated structure.

Values from the calculation:
LUMO energy (spin up / spin down), Ha: 0.0108 / 0.0107
Gap between HOMO and LUMO (spin up / spin down), eV: 7.75 / 8.67
E_tot, eV: -73062.4685
Spin multiplicity: 6

Last column: Mulliken spin population.
CARTESIAN COORDINATES (ANGSTROEM)
1 Mn -0.06396 0.58641 -1.13379  4.643
2 C -3.18445 -2.99156 -0.24211  0.003
3 C -2.04420 -2.18562 -0.86314  -0.007
4 C -0.66688 -2.86777 -0.71084  0.033
5 C 0.20375 -2.72597 0.54682  0.070
6 C -0.52612 -3.11484 1.83370  -0.001
7 C 1.42258 -3.63010 0.37011  0.000
8 N 0.63102 -1.30313 0.55617  0.179
9 C 1.50534 -0.80803 1.62241  0.030
10 C 2.58016 0.09859 1.02255  0.030
11 N 2.07203 1.04165 -0.00946  -0.053
12 C 3.09749 1.11194 -1.07323  0.033
13 C 3.43103 -0.17756 -1.81565  -0.005
14 O 4.36289 -0.20092 -2.57031  0.000
15 O 2.69460 -1.27503 -1.60621  0.006
16 C 1.91473 2.42299 0.56862  0.017
17 C 1.34168 3.40953 -0.44230  0.064
18 C 1.19549 2.47226 1.92594  0.005
19 C -0.33979 2.36847 2.08684  0.042
20 C -0.56412 2.04781 3.56713  0.000
21 C -1.04085 3.70208 1.79328  0.002
22 N -0.92725 1.33819 1.17674  -0.123
23 C -1.82294 0.33692 1.75429  -0.049
24 C -2.72753 -0.29475 0.69329  0.068
25 N -2.09809 -0.70240 -0.58794  -0.013
26 C -2.86744 -0.05225 -1.68615  0.039
27 C -2.78902 1.48397 -1.61590  0.024
28 O -3.80568 2.14640 -1.71614  0.007
29 O -1.59169 1.94452 -1.44476  0.061
30 H -3.21805 -3.96958 -0.72238  0.000
31 H -4.14788 -2.50933 -0.41474  0.000
32 H -3.07524 -3.16489 0.82814  0.000
33 H -2.21004 -2.24657 -1.93903  0.001
34 H -0.04756 -2.53194 -1.54660  -0.011
35 H -0.84623 -3.93475 -0.87629  -0.001
36 H -0.85338 -4.15466 1.78955  0.001
37 H -1.40590 -2.49604 2.00766  0.000
38 H 0.13485 -3.01399 2.69706  0.000
39 H 1.09934 -4.67026 0.31665  0.000
40 H 2.11215 -3.54999 1.21099  -0.001
41 H 1.96339 -3.39284 -0.54494  0.000
42 H -0.22473 -0.77086 0.63335  -0.209
43 H 1.93187 -1.12009 -1.01243  0.011
44 H 2.00921 -1.63555 2.12260  -0.002
45 H 0.92641 -0.28448 2.38831  -0.002
46 H 3.32082 -0.54906 0.55659  -0.005
47 H 3.11780 0.64143 1.80589  0.006
48 H 4.04923 1.47384 -0.66265  0.006
49 H 2.78344 1.79987 -1.84953  0.001
50 H 2.94021 2.75670 0.79764  0.002
51 H 0.36827 3.11271 -0.84052  -0.025
52 H 2.00752 3.57016 -1.28621  0.008
53 H 1.20741 4.37482 0.04644  0.002
54 H 1.48163 3.43357 2.36419  0.000
55 H 1.64878 1.72978 2.58444  0.002
56 H -0.01191 2.77280 4.16716  0.000
57 H -0.19585 1.05507 3.83358  0.000
58 H -1.61180 2.12154 3.85320  0.000
59 H -0.60848 4.51278 2.38200  0.000
60 H -2.09856 3.62218 2.05358  0.000
61 H -0.98705 3.96834 0.74006  0.001
62 H -1.46172 1.84951 0.47595  -0.013
63 H -2.50782 0.75717 2.49855  0.003
64 H -1.23663 -0.41983 2.28395  -0.011
65 H -3.50364 0.43755 0.45669  -0.006
66 H -3.24663 -1.13094 1.16196  0.003
67 H -3.91790 -0.35970 -1.66814  0.000
68 H -2.41789 -0.35563 -2.63295  -0.005
69 C 1.24621 -0.49676 -5.24088  0.003
70 O 0.42774 -0.95737 -4.14760  -0.003
71 C 0.35695 -0.17678 -3.06750  0.056
72 O 0.97624 0.91115 -3.06848  0.084
73 H 2.29993 -0.59581 -4.97969  0.000
74 H 1.02863 0.54345 -5.47275  0.001
75 H 1.00408 -1.13849 -6.08286  0.001

---

No. 2
Density functional theory data (ωB97M-V with the def2-TZVPD basis set) for C22H43AlBeBrClF4O11PS2 as an isolated structure.

Values from the calculation:
LUMO energy, Ha: -0.1397
Total charge: -1
Gap between HOMO and LUMO, eV: 1.11
E_tot, eV: -177409.7106

Last column: Mulliken charge in e.
CARTESIAN COORDINATES (ANGSTROEM)
1 C 2.53114 -3.68417 1.86285  -0.599
2 C 3.26648 -3.95298 0.51692  -0.280
3 S 2.40412 -3.03016 -0.76677  0.001
4 C 0.89473 -3.88918 -1.10337  -1.094
5 P -0.70774 -2.90729 -0.46775  1.139
6 C -2.31668 -2.06885 0.27137  -0.828
7 C -2.73062 -2.81740 1.52606  0.878
8 C -2.91155 -2.12196 2.73800  -0.622
9 C -3.25645 -2.79207 3.90434  -0.777
10 C -3.42816 -4.16680 3.91154  1.121
11 C -3.78100 -5.03924 5.11197  -1.639
12 C -3.28585 -4.85284 2.72082  -0.362
13 C -2.94309 -4.19351 1.54746  -0.585
14 H 1.49510 -4.01525 1.71403  0.070
15 H 2.55365 -2.61003 2.05844  0.299
16 H 2.94502 -4.27664 2.68632  0.126
17 H 4.30927 -3.63318 0.58301  0.103
18 H 3.26035 -5.03733 0.36588  0.360
19 H 0.73150 -4.11392 -2.16013  0.622
20 H 0.89623 -4.81387 -0.51430  0.424
21 H -1.03774 -2.44817 -1.82565  -0.236
22 H -1.46374 -4.13190 -0.75394  0.031
23 H -0.39875 -3.34035 0.90170  -0.362
24 H 0.06163 -1.68418 -0.31048  -0.536
25 H -3.12502 -2.02081 -0.46187  0.389
26 H -1.97675 -1.08655 0.62034  0.056
27 H -2.78358 -1.04340 2.78620  0.305
28 H -3.39490 -2.25282 4.83918  0.411
29 H -4.82598 -4.94760 5.40780  0.434
30 H -3.11764 -4.80944 5.93897  0.539
31 H -3.48580 -6.06276 4.82633  0.413
32 H -3.44436 -5.94724 2.77371  0.064
33 H -2.84137 -4.79291 0.64672  0.318
34 Al -4.88690 -6.83918 3.88043  0.353
35 Br -4.29937 -6.57532 7.28709  -0.684
36 C 0.15567 2.72688 -0.09036  -0.989
37 C 0.71008 1.36163 -0.45651  0.226
38 O 0.75507 0.50132 0.67590  -0.480
39 H 0.76768 3.18858 0.68704  0.247
40 H 0.13082 3.38752 -0.95945  0.324
41 H -0.85821 2.63722 0.30798  0.349
42 H 1.72798 1.45220 -0.83438  0.309
43 H 0.09336 0.89278 -1.23218  -0.227
44 H -0.14395 0.40761 1.00460  0.226
45 C -3.15625 5.00817 -5.29295  -1.414
46 C -4.07432 4.00717 -4.65941  0.223
47 O -3.76026 2.67760 -5.02177  -0.342
48 C -2.68594 2.16770 -4.38904  0.822
49 O -2.02094 2.74143 -3.57288  -0.540
50 O -2.48677 0.93662 -4.83998  -0.371
51 C -1.30243 0.32498 -4.31582  -0.451
52 H -3.13505 4.86577 -6.37571  0.470
53 H -3.47140 6.03131 -5.07158  0.779
54 H -2.11431 4.87406 -4.91950  0.175
55 H -5.15120 4.17153 -5.04080  -0.125
56 H -4.09818 4.10806 -3.57287  0.390
57 H -1.29198 0.35328 -3.22851  0.069
58 H -0.41866 0.81700 -4.71973  0.316
59 H -1.29614 -0.71272 -4.63699  0.252
60 F -4.96964 7.32398 -4.56319  -0.655
61 Cl -0.82619 5.71035 -6.27895  -0.349
62 Be -6.09667 5.56601 -5.75091  0.566
63 C 7.71400 -3.99984 1.60301  -0.552
64 O 6.55463 -3.80704 2.40159  -0.433
65 H 8.12613 -4.97890 1.83481  0.217
66 H 7.45777 -3.96158 0.53950  0.244
67 H 8.46290 -3.23412 1.82542  0.254
68 H 6.20120 -2.93895 2.18816  0.262
69 O 4.22159 -6.05445 5.04128  -0.502
70 S 3.86972 -4.95571 5.94985  1.357
71 O 2.95345 -5.44292 6.98442  -0.527
72 O 3.21503 -3.89962 5.15668  -0.452
73 O 5.07365 -4.41352 6.58569  -0.523
74 C 3.28390 5.93539 -0.41536  -1.133
75 C 2.13673 6.75396 0.13623  -0.154
76 O 1.84782 7.87679 -0.71671  -0.327
77 C 1.06586 7.62147 -1.76229  0.352
78 O 0.60072 6.55805 -2.03923  -0.489
79 C 0.80109 8.91324 -2.55146  0.886
80 F 1.91484 9.64607 -2.70968  -0.256
81 F -0.09062 9.69011 -1.91566  -0.265
82 F 0.32023 8.65331 -3.75947  -0.215
83 H 4.15928 6.56583 -0.57734  0.338
84 H 3.54788 5.13447 0.27492  0.382
85 H 3.02196 5.49268 -1.37650  0.294
86 H 2.40697 7.17145 1.10458  0.315
87 H 1.24495 6.14509 0.28228  0.277

---

No. 3
Density functional theory data (ωB97M-V with the def2-TZVPD basis set) for C22H43BBiF4N2O3Si4Te as an isolated structure.

Values from the calculation:
LUMO energy, Ha: 0.0878
Total charge: -1
Gap between HOMO and LUMO, eV: 7.24
E_tot, eV: -88837.5584

Last column: Mulliken charge in e.
CARTESIAN COORDINATES (ANGSTROEM)
1 Bi 1.13573 -1.83741 0.20547  1.011
2 C 0.06820 -5.53266 2.49760  -1.395
3 C 0.79182 -4.23750 2.26918  1.082
4 O 0.13976 -3.36222 1.60270  -0.483
5 C 2.06661 -4.06173 2.77977  -1.339
6 C 2.83206 -2.88147 2.70208  1.321
7 C 4.15131 -2.88262 3.42439  -1.525
8 N 2.45547 -1.80392 2.02986  0.299
9 N 3.24847 -0.66221 2.18453  -0.687
10 C 2.97196 0.27178 1.33604  0.410
11 O 2.10008 0.20732 0.36053  -0.665
12 C 3.72595 1.55292 1.51483  -0.249
13 C 3.07931 2.76563 1.32950  0.253
14 C 3.75732 3.96315 1.51590  -0.612
15 C 5.09662 3.95524 1.88280  -0.435
16 C 5.75211 2.74146 2.06214  -0.622
17 C 5.06927 1.54519 1.88181  -0.326
18 H -0.98889 -5.32577 2.66225  0.318
19 H 0.48228 -6.09246 3.33675  0.367
20 H 0.15894 -6.13141 1.58676  0.281
21 H 2.51560 -4.89129 3.30720  0.239
22 H 4.11232 -3.55669 4.27894  0.434
23 H 4.43318 -1.88304 3.73667  0.380
24 H 4.91043 -3.25109 2.72580  0.285
25 H 2.03910 2.75689 1.04810  0.213
26 H 3.23938 4.90504 1.37288  0.397
27 H 5.62848 4.88912 2.03003  0.364
28 H 6.79958 2.72810 2.34313  0.366
29 H 5.56768 0.59315 2.01778  0.443
30 F 3.19458 -4.19262 -0.06595  -0.303
31 B 2.48363 -5.08987 -0.91437  0.537
32 F 1.08394 -4.87883 -0.69589  -0.440
33 F 2.80213 -4.76973 -2.28031  -0.450
34 F 2.82988 -6.41731 -0.64362  -0.356
35 C -0.94627 3.41789 1.76140  -1.120
36 Si -1.15195 3.17837 -0.08355  0.539
37 C -2.25967 4.56428 -0.71065  -1.029
38 C 0.48124 3.33752 -0.98283  -1.006
39 Si -2.09595 1.07867 -0.46284  0.109
40 Te -1.20930 -0.66686 1.12921  -0.614
41 Si -4.33870 0.96878 0.16856  0.424
42 C -5.43411 2.19601 -0.74165  -1.033
43 C -4.49972 1.31606 2.00558  -1.004
44 C -5.00608 -0.74841 -0.15965  -0.956
45 Si -1.89223 0.58297 -2.72680  0.464
46 C -2.66165 -1.07321 -3.15792  -1.385
47 C -2.82591 1.89950 -3.69650  -1.086
48 C -0.10928 0.65289 -3.30009  -0.961
49 H -0.41627 4.34821 1.99819  0.404
50 H -0.39393 2.57856 2.19942  0.278
51 H -1.93041 3.44789 2.24709  0.284
52 H -1.84123 5.53923 -0.43513  0.367
53 H -3.26844 4.49462 -0.28434  0.205
54 H -2.35679 4.53211 -1.80207  0.279
55 H 1.10799 4.11646 -0.53887  0.357
56 H 0.30865 3.60344 -2.03189  0.400
57 H 1.04700 2.39952 -0.95368  0.283
58 H -5.05665 3.22114 -0.64507  0.223
59 H -6.45017 2.16584 -0.33181  0.382
60 H -5.49170 1.96258 -1.81129  0.286
61 H -4.27436 2.36518 2.23476  0.250
62 H -3.79436 0.69391 2.56949  0.306
63 H -5.51316 1.09474 2.35932  0.372
64 H -5.01709 -0.97623 -1.23163  0.231
65 H -6.02733 -0.84821 0.22529  0.384
66 H -4.37461 -1.49716 0.33286  0.247
67 H -3.74376 -0.96466 -3.29142  0.389
68 H -2.49750 -1.81603 -2.36908  0.389
69 H -2.23981 -1.46731 -4.08775  0.463
70 H -3.89360 1.89817 -3.44620  0.220
71 H -2.72568 1.72542 -4.77452  0.396
72 H -2.43482 2.90126 -3.47623  0.206
73 H 0.58674 0.17170 -2.60384  0.199
74 H 0.20798 1.69662 -3.40397  0.348
75 H 0.00612 0.15993 -4.27129  0.434
76 C 0.42974 -2.90328 -3.22854  -0.083
77 O 1.67869 -2.29855 -2.88454  -0.473
78 H 0.19391 -3.74068 -2.57055  0.157
79 H 0.43125 -3.26463 -4.26109  0.370
80 H -0.34781 -2.14593 -3.13692  -0.380
81 H 2.30675 -3.03146 -2.76220  0.374

---

| no. | largest force on an atom (eV/A) |
| --- | --- |
| 1 | 0.27 |
| 2 | 3.18 |
| 3 | 1.05 |